# C9H8N2O7Rh

A structure of composition C9H8N2O7Rh in a non-equilibrium geometry (ωB97M-V with the def2-TZVPD basis set, the OMol25 dataset).

```
27
Properties=species:S:1:pos:R:3:forces:R:3:lowdin_charge:R:1
Rh -0.52719 -0.59001 0.17173 -1.27 -1.87 -0.21 1.161
O -3.20975 -2.63448 0.96603 0.26 0.15 0.23 0.063
O 5.72349 2.44179 0.18833 -1.50 -0.81 -0.01 -0.074
O 0.77193 3.22529 0.21107 0.06 0.04 0.04 0.054
O -0.60425 1.46721 0.17368 0.39 0.72 -0.07 -0.206
O -2.77078 -0.49611 0.27176 -0.47 0.05 0.79 -0.169
O -0.94651 -2.05063 -0.80789 0.32 -0.15 -0.44 -0.497
O 6.51518 0.39465 0.12592 -1.32 -1.22 -0.02 -0.064
N 1.51188 -0.26876 0.15074 1.80 1.57 0.29 -0.073
N -4.82689 -0.00640 -0.76739 -0.13 0.08 0.04 0.125
C 3.86580 -0.66751 0.11846 0.21 0.36 0.00 0.009
C 3.04748 1.56697 0.18547 0.39 0.15 -0.02 0.067
C -4.91647 -1.31588 -0.04796 -0.01 0.15 -0.31 -0.052
C 2.55815 -1.09696 0.11927 -0.43 -0.27 0.01 -0.121
C 4.14507 0.70098 0.15413 -1.46 -1.00 -0.02 -0.101
C 0.57196 2.02742 0.19547 -0.25 0.04 -0.10 -0.608
C -3.45539 -1.56232 0.46975 -0.92 0.07 -0.24 -0.653
C 5.53704 1.18203 0.15541 3.87 2.75 0.05 -0.692
C 1.76562 1.07105 0.18220 0.01 -0.58 -0.05 -0.171
H -5.60692 -1.22060 0.78552 0.04 -0.03 0.03 0.123
H 4.68056 -1.37706 0.09218 0.08 0.07 0.00 0.113
H -5.53239 0.68038 -0.53159 -0.10 -0.06 -0.12 0.145
H -5.25823 -2.09284 -0.72446 0.08 -0.10 0.08 0.122
H -3.81483 0.24768 -0.36901 0.41 -0.09 0.09 0.111
H -4.72477 -0.11196 -1.77109 -0.20 0.04 -0.02 0.152
H 3.19353 2.63716 0.20935 0.12 -0.03 0.00 0.127
H 2.30668 -2.15112 0.09291 0.03 -0.02 -0.02 0.108
```
Positions in Å, forces in eV/Å.

2S+1: 5
<S²>: 6.02
Charge: -1
HOMO energy (alpha / beta), eV: -4.26 / -4.42
Gap between HOMO and LUMO (alpha / beta), eV: 5.681 / 5.834
Relative energy (zero: lowest compared OMol25 entry of this formula, charge and spin), kcal per mole: 24.1

***

# C3H8N4O

A structure of composition C3H8N4O in a non-equilibrium geometry (ωB97M-V with the def2-TZVPD basis set, the OMol25 dataset).

```
16
Properties=species:S:1:pos:R:3:forces:R:3:lowdin_charge:R:1
O 0.12051 -1.92645 0.85677 0.61 -2.18 -2.97 -0.170
N -2.27411 -0.86032 -0.77866 3.02 1.53 0.55 0.098
N 1.92551 -0.64986 -1.18112 -3.19 -0.28 6.69 0.065
N 1.26803 1.43691 0.12368 0.17 -2.10 1.13 0.022
N -1.47887 1.46354 0.08613 -2.62 -3.45 -1.98 0.046
C -1.40432 -0.06170 -0.22725 0.50 0.77 3.10 -0.290
C -0.09391 -0.53918 0.76377 2.76 -1.87 -5.97 -0.240
C 1.24389 0.00338 -0.17479 -0.55 0.86 -1.67 -0.341
H 0.60438 -2.48014 -0.14530 -2.31 3.05 4.14 0.236
H 0.14703 -0.07933 1.69922 -0.96 0.13 0.73 0.109
H 0.76405 1.64608 1.09495 2.27 -0.48 -2.78 0.137
H -0.59405 1.95130 -0.04046 -0.52 -0.45 -0.65 0.012
H 2.20695 1.81077 -0.03248 -0.61 0.28 0.37 0.093
H 1.72242 -1.70633 -0.69868 0.80 2.71 -2.23 0.062
H -2.26744 1.84563 -0.49155 1.24 -0.20 0.78 0.088
H -1.89008 -1.85429 -0.85424 -0.60 1.67 0.75 0.073
```
Positions in Å, forces in eV/Å.

Charge: 0
HOMO energy, eV: -9.65
Gap between HOMO and LUMO, eV: 9.777
Relative energy (zero: lowest compared OMol25 entry of this formula, charge and spin), kcal per mole: 135.3

***

# C22H34Br12FNO5

A structure of composition C22H34Br12FNO5 in a non-equilibrium geometry (ωB97M-V with the def2-TZVPD basis set, the OMol25 dataset).

```
75
Properties=species:S:1:pos:R:3:forces:R:3:lowdin_charge:R:1
Br -3.28304 -2.61140 -5.79232 0.05 0.02 0.00 0.566
Br -1.32413 4.45510 -6.51912 0.03 -0.03 0.01 0.579
Br 2.25102 7.94163 -11.08568 0.02 -0.03 -0.01 0.571
Br -2.01738 1.45538 -2.82932 -0.10 0.43 0.33 0.574
Br -0.72173 -1.23608 -4.44081 -0.59 -0.77 -0.69 0.671
Br 2.50593 5.00450 -12.28663 0.02 0.03 0.04 0.564
Br -4.70249 3.10009 -3.26038 0.02 -0.02 -0.01 0.584
Br 1.03370 3.07510 -4.88862 -0.10 0.82 -0.42 0.707
Br 5.08749 6.49679 -11.17163 -0.03 0.00 0.00 0.573
Br -0.35764 -3.28997 -6.85191 -0.02 0.02 0.02 0.580
Br -4.79784 -0.07325 -3.02766 0.02 0.03 0.01 0.564
Br 1.63437 4.42464 -7.71190 -0.01 0.01 0.04 0.590
F -0.12957 1.29327 3.01636 0.27 -0.40 0.16 -0.008
O 0.32161 2.33118 0.47367 0.03 -0.49 -0.15 0.163
O -4.11637 -0.90056 4.85965 -0.33 -0.20 0.12 -0.182
O 1.35455 0.42872 -4.02192 0.61 -0.10 -0.59 -0.071
O 4.64385 -0.63260 0.54514 -0.16 -0.33 0.05 0.078
O 2.04127 0.84276 0.50112 -0.85 -0.33 0.39 0.048
N 1.68640 1.14988 -1.79642 -0.37 -0.17 0.27 0.228
C 1.66968 0.16162 -0.69537 1.05 -0.19 -0.83 -0.409
C 0.91312 -1.67433 4.86570 0.75 -0.65 0.08 -0.194
C 0.34147 3.49487 -6.62833 -0.07 0.01 0.04 -1.616
C 0.33724 -1.83886 0.31976 -0.28 0.57 -0.05 -0.172
C 0.50915 -1.55531 1.80610 -0.45 -1.17 0.42 -0.206
C -3.77521 1.45106 -3.60572 0.02 -0.04 -0.03 -1.630
C -4.25972 -0.62642 3.48343 0.17 0.22 0.10 -0.109
C 1.33897 3.13847 3.05373 0.35 0.07 -0.18 -0.004
C -1.49184 -1.95250 -6.05531 -0.01 -0.16 0.12 -1.612
C -2.00672 -2.16033 4.93258 -0.60 -0.59 0.58 -0.177
C 1.30705 -2.81967 3.89759 -1.02 -0.30 0.08 -0.189
C -3.54207 -2.16436 5.11324 0.81 0.08 -0.16 -0.225
C 0.26248 -2.15783 6.17726 -0.34 0.66 0.09 -0.192
C 1.14456 1.68711 2.60914 -0.01 1.02 -0.43 -0.264
C -1.27851 -2.01284 6.26732 0.54 0.01 -0.50 -0.191
C 2.83387 -0.84221 -0.97866 0.33 0.09 0.74 -0.035
C 0.35526 -0.60313 -0.60402 -0.71 -0.36 0.62 -0.109
C 3.60754 -1.18916 0.28757 0.23 0.41 -0.11 -0.236
C 1.52198 0.78278 -2.93587 0.08 -0.28 0.93 -0.468
C 0.50718 -2.88664 2.59211 0.89 0.10 -0.61 -0.205
C 3.18583 6.26329 -10.99911 -0.01 0.00 -0.02 -1.662
C 1.10118 1.65041 1.07204 -0.06 0.47 0.17 -0.409
H 1.12760 -3.76379 4.41791 0.20 -0.07 0.03 0.102
H -1.55820 -1.13521 -6.75807 0.01 0.01 0.00 -0.031
H -1.50951 -1.04324 6.70968 -0.22 -0.06 0.11 0.117
H 1.91427 1.03208 3.01053 -0.24 -0.28 0.08 0.142
H 2.36759 -2.81957 3.64241 0.05 0.28 0.07 0.104
H 2.44678 -1.75513 -1.42750 -0.09 0.06 -0.18 0.126
H -1.74392 -3.14737 4.54333 0.20 0.15 -0.34 0.111
H -1.74980 -1.37497 4.22621 0.17 -0.10 -0.14 0.092
H -0.66830 -2.25193 0.20304 0.03 -0.16 -0.07 0.128
H 3.00422 5.84944 -10.01827 -0.01 -0.01 0.00 -0.085
H -3.97301 -2.92707 4.45515 -0.21 0.07 -0.02 0.114
H 1.02327 -3.61152 1.95132 -0.08 -0.19 0.08 0.104
H 0.13355 2.55642 -7.12090 0.02 0.00 -0.03 -0.028
H -3.29994 -0.36196 3.02639 0.01 -0.03 -0.08 0.076
H -4.68549 -1.47359 2.93670 -0.06 -0.05 0.05 0.087
H 2.05327 3.22949 3.86821 -0.10 -0.07 0.12 0.081
H -0.47002 0.02789 -0.26825 0.18 0.34 -0.12 0.115
H -0.35625 -1.00247 2.16987 0.22 0.55 -0.12 0.104
H 3.57979 -0.38164 -1.62052 -0.11 0.09 -0.15 0.131
H 0.38234 3.56500 3.34245 -0.08 -0.12 0.09 0.093
H 0.54720 -3.18236 6.41717 0.10 -0.09 -0.25 0.101
H 1.43283 -1.03835 2.05129 -0.01 0.25 -0.10 0.092
H 1.69783 3.74726 2.22547 0.11 0.00 0.01 0.087
H -3.65435 1.37202 -4.67691 -0.01 -0.02 0.00 -0.028
H 3.19372 -1.94744 0.97445 -0.06 -0.07 -0.05 0.121
H 1.84582 -1.18290 5.14834 -0.07 0.24 -0.07 0.103
H 0.69010 -1.54596 6.97404 -0.06 -0.11 0.16 0.100
H 0.29364 -0.94007 4.35571 0.01 0.13 0.09 0.079
H 1.01281 -2.62562 -0.01891 0.19 0.07 0.00 0.105
H -0.50368 -3.27271 2.71073 -0.09 0.14 0.17 0.099
H -4.92352 0.23046 3.39768 -0.03 0.01 -0.04 0.089
H 0.05053 -0.96774 -1.58788 0.32 0.23 -0.21 0.084
H -1.64072 -2.81947 6.90581 -0.14 0.24 0.29 0.107
H -3.75295 -2.43917 6.14652 -0.30 0.12 0.01 0.118
```
Positions in Å, forces in eV/Å.

Charge: 0
HOMO energy, eV: -9.66
Gap between HOMO and LUMO, eV: 9.287

***

# C3H9NO2

A cluster of 2 separate species, C3H9NO2 in total in a non-equilibrium geometry (ωB97M-V with the def2-TZVPD basis set, the OMol25 dataset).

```
15
Properties=species:S:1:pos:R:3:forces:R:3:lowdin_charge:R:1
O -1.00781 1.42570 3.77007 0.07 0.31 0.36 -0.068
O 0.88682 -2.36412 -2.06064 0.03 -0.25 -0.06 0.044
N -0.97763 -1.57850 -1.06394 -0.07 -0.57 -0.32 0.145
C 1.00130 -0.08410 -1.36616 -1.00 -0.63 0.69 -0.149
C 0.29156 -1.43627 -1.56030 0.30 0.65 0.11 -0.553
C 0.39250 0.87296 -0.32536 0.24 0.30 -0.25 -0.105
H 1.19686 1.33188 0.24491 0.00 0.04 0.13 0.066
H -1.36619 -2.48777 -1.29469 -0.09 0.32 0.05 0.109
H -1.61422 -0.80320 -1.09610 -0.01 0.16 0.18 0.094
H -0.28354 0.40228 0.38192 0.04 -0.17 0.05 0.060
H -1.08045 2.16565 4.39358 -0.03 -0.28 -0.31 0.038
H -0.13987 1.70271 -0.79427 -0.10 -0.11 -0.04 0.069
H 1.98300 -0.42051 -1.05130 0.31 0.29 -0.23 0.110
H -0.31999 0.87131 4.15367 -0.03 -0.04 -0.07 0.031
H 1.03766 0.40198 -2.33139 0.35 -0.01 -0.29 0.110
```
Positions in Å, forces in eV/Å.

Charge: 0
HOMO energy, eV: -9.59
SMILES string: CCC(N)=O.O
Gap between HOMO and LUMO, eV: 10.363
Relative energy (zero: lowest compared OMol25 entry of this formula, charge and spin), kcal per mole: 12.5

***

# C6H9Cl2CoIrO3P

A structure of composition C6H9Cl2CoIrO3P in a non-equilibrium geometry (ωB97M-V with the def2-TZVPD basis set, the OMol25 dataset).

```
23
Properties=species:S:1:pos:R:3:forces:R:3:lowdin_charge:R:1
Ir -0.75501 -0.27270 -1.06509 -3.65 -0.47 -3.60 1.059
Co -1.66923 -0.51131 -4.04106 -0.45 0.18 4.62 0.251
Cl -1.87441 1.14984 -2.64052 -0.74 2.06 1.84 0.433
Cl -1.81284 -1.94690 -2.28631 0.37 -1.61 0.93 0.358
P -0.58421 -1.29845 0.81398 1.42 -0.83 3.94 0.650
O -1.94415 1.31629 -6.30342 0.82 -3.92 4.55 0.340
O 1.75716 1.29234 -0.42838 -4.97 -2.84 -0.61 0.297
O -1.21158 -2.78114 -5.83389 -1.10 4.67 3.32 0.336
C -0.98600 -0.04949 2.09965 -1.39 0.87 0.96 -0.085
C 0.78789 0.67835 -0.67117 10.05 5.48 0.50 -0.307
C -1.79906 0.57890 -5.41780 -1.39 8.12 -9.61 -0.066
C 1.03158 -1.94054 1.33715 0.49 -0.61 -1.09 -0.104
C -1.41766 -1.86836 -5.14936 2.05 -9.58 -7.08 -0.061
C -1.77752 -2.65640 1.08986 -2.39 -1.85 1.54 -0.088
H 1.27974 -1.55531 2.33767 -0.39 0.04 0.07 0.124
H -1.49316 -3.51203 0.47289 0.90 0.02 -0.42 0.113
H 0.97835 -3.03748 1.36803 0.25 0.00 0.02 0.114
H -1.85832 -0.38864 2.67007 -0.05 0.30 0.05 0.112
H -1.77396 -2.94772 2.14938 0.14 0.10 -0.01 0.127
H 1.80677 -1.63729 0.62373 0.09 -0.25 0.05 0.086
H -2.78222 -2.32880 0.80793 0.03 0.56 0.08 0.104
H -1.21152 0.89619 1.58556 -0.27 -0.06 0.16 0.084
H -0.12899 0.07258 2.77963 0.19 -0.38 -0.21 0.123
```
Positions in Å, forces in eV/Å.

2S+1: 9
<S²>: 20.03
Charge: +4
HOMO energy (alpha / beta), eV: -23.50 / -27.32
Gap between HOMO and LUMO (alpha / beta), eV: 7.719 / 5.451